1.
ORCA calculation (ωB97M-V/def2-TZVPD) on a 7-piece molecular cluster, C5H24N2O7 overall in a non-equilibrium geometry.

Structure (XYZ):
```
38
C5H24N2O7 | the Open Molecules 2025 dataset | ωB97M-V/def2-TZVPD
C 1.2507 -0.6942 -1.5999
N 0.7675 0.5524 -2.1359
C 1.0453 1.7254 -1.4893
O 1.5397 1.6905 -0.3623
C 0.1520 -1.3003 -0.5959
C 0.4278 -2.7947 -0.4260
N 0.1455 -0.4862 0.5988
C 0.2098 -1.1562 1.8657
H 2.1390 -0.6512 -0.9931
H 1.4192 -1.4221 -2.3900
H 0.4348 0.5976 -3.0884
H 0.7439 2.6566 -1.9748
H -0.8126 -1.1518 -1.0896
H 1.4222 -2.8444 0.0415
H -0.2842 -3.3174 0.1974
H 0.4729 -3.3584 -1.3552
H 0.8403 0.2749 0.4755
H 0.0666 -0.3901 2.6346
H 1.1336 -1.6967 2.1217
H -0.6337 -1.8326 1.9965
H -4.5266 1.2294 -1.7644
H -3.1045 0.8143 -1.5002
O -3.7649 0.7998 -2.2038
H -4.4507 -1.2558 -1.5168
H -3.2447 -2.1964 -1.4111
O -4.0453 -1.9279 -0.9600
H 1.1799 3.2109 1.1557
H 0.0538 3.5605 2.2148
O 0.7625 3.8885 1.6538
H -3.4330 0.7381 1.0613
H -2.0415 0.2679 0.5279
O -2.7350 0.9182 0.3968
H 2.6836 1.0633 0.7273
H 3.9648 0.3786 0.5640
O 3.3621 0.6346 1.2652
H 2.2185 0.4862 2.1088
H 2.7170 1.7707 2.6025
O 1.9237 1.2181 2.6467
```

## Properties
ΔE to the lowest compared entry with this formula, charge and spin: 45.19 kcal/mol
Spin multiplicity: 2
Gap between HOMO and LUMO (spin up / spin down): 0.3828 / 0.1957 Eh
Maximum force: 4.905 eV/A
HOMO level (spin up / spin down): -13.390 / -13.389 eV
Charge: +1

2.
ORCA calculation (ωB97M-V/def2-TZVPD) on a 6-piece molecular cluster, C5H25N2O5 overall in a non-equilibrium geometry.

Structure (XYZ):
```
37
C5H25N2O5 | the Open Molecules 2025 dataset | ωB97M-V/def2-TZVPD
N -0.5694 -0.8368 0.5041
C 0.9475 -1.0679 0.1741
C 1.4158 -2.3125 0.9007
C 1.6771 0.2082 0.4502
N 0.8706 1.3998 0.0288
C 1.6755 2.5849 0.4460
C 0.6929 1.3913 -1.5159
H -0.8995 0.0611 0.0335
H -1.2981 -1.4980 0.2549
H -0.6625 -0.6904 1.5285
H 1.0298 -1.2677 -0.9606
H 2.4765 -2.5690 0.5056
H 1.3336 -2.1679 1.9727
H 0.8677 -3.3089 0.7969
H 1.8901 0.1972 1.5878
H 2.7483 0.1604 0.1082
H 2.7090 2.3731 0.5999
H 1.5679 3.5115 -0.0946
H 1.4386 2.6466 1.5084
H 0.7180 2.4638 -1.8113
H -0.0850 0.6753 -1.8660
H 1.7093 1.3335 -2.1482
H -1.2336 0.7798 3.3763
H -0.3832 -0.4909 3.6692
O -0.9906 -0.0805 3.1078
H -2.1848 2.6851 -0.6767
H -3.0367 1.3327 -1.0235
O -2.3646 1.7844 -0.4851
H -2.6457 0.3447 1.6341
H -3.9166 -0.3930 1.6177
O -3.1231 -0.4614 1.2132
H 1.2573 -0.7472 -2.8471
H 2.1205 -0.3854 -3.9548
O 2.1853 -0.3935 -2.9585
H -2.3853 -3.1458 -1.8697
H -3.2405 -1.9291 -1.9576
O -2.3121 -2.1874 -1.8491
```

## Properties
Spin multiplicity: 2
Gap between HOMO and LUMO (spin up / spin down): 0.0918 / 0.3347 Eh
Maximum force: 5.185 eV/A
HOMO level (spin up / spin down): -2.301 / -9.047 eV
Charge: 0

3.
ORCA calculation (ωB97M-V/def2-TZVPD) on a 9-piece molecular cluster, C5H25NO10 overall in a non-equilibrium geometry.

Structure (XYZ):
```
41
C5H25NO10 | the Open Molecules 2025 dataset | ωB97M-V/def2-TZVPD
O 3.7448 -0.8507 2.0580
C 3.1379 -1.7489 1.5052
C 1.9899 -1.5096 0.5548
C 1.3504 -2.6699 -0.1445
C 1.0560 -2.5812 -1.6909
N 0.6362 -1.2873 -2.0991
C 1.3930 -0.3838 -2.8063
O 0.9428 0.6856 -3.1406
H 3.4024 -2.7644 1.8150
H 1.1885 -0.9971 1.1309
H 2.2005 -0.7473 -0.2375
H 1.8720 -3.6288 0.0691
H 0.3931 -2.9281 0.3768
H 0.2556 -3.3120 -1.8649
H 1.8778 -2.9626 -2.3156
H -0.2603 -0.9447 -1.7785
H 2.4255 -0.7748 -2.9493
O -1.8285 -0.4251 -3.2665
H -1.7538 0.3502 -2.6879
H -1.1391 -0.1627 -3.8821
O -2.0554 2.2852 -1.6500
H -2.3781 3.1543 -1.8970
H -1.3231 2.3652 -1.0492
O 2.2369 1.3835 1.3449
H 2.8062 0.6517 1.6194
H 2.6312 2.1899 1.6607
O -1.0581 1.3714 3.9560
H -1.5018 0.8525 3.2651
H -0.9131 0.7719 4.6757
O -2.2597 -1.2862 2.0590
H -2.7482 -0.7349 1.4587
H -1.3476 -1.3052 1.7508
O 0.3255 1.8867 -0.7087
H 0.5874 1.1866 -0.0968
H 0.8231 1.8404 -1.5388
O -2.0441 3.4092 1.6800
H -1.2721 2.9563 1.3055
H -2.1722 3.0275 2.5634
O -4.0905 1.0640 0.5085
H -3.5589 1.8529 0.6748
H -3.5720 0.7201 -0.2279
```

## Properties
ΔE to the lowest compared entry with this formula, charge and spin: 42.90 kcal/mol
Gap between HOMO and LUMO: 0.3781 Eh
SMILES string: O=CCCCNC=O.O.O.O.O.O.O.O.O
Maximum force: 2.687 eV/A
HOMO level: -10.415 eV
Charge: 0

4.
ORCA calculation (ωB97M-V/def2-TZVPD) on a 7-piece molecular cluster, C5H25NO7 overall in a non-equilibrium geometry.

Structure (XYZ):
```
38
C5H25NO7 | the Open Molecules 2025 dataset | ωB97M-V/def2-TZVPD
C 3.3260 -0.6627 -1.9404
N 2.1575 -0.1253 -1.2459
C 0.8936 -0.6403 -1.8608
C 0.6511 -2.1321 -1.5851
C -0.2474 0.2653 -1.4456
C -0.0429 1.7038 -1.8320
O -0.5776 0.1189 -0.0415
H 3.3741 -1.7529 -2.0495
H 4.2075 -0.2755 -1.4492
H 3.2714 -0.2863 -2.9627
H 2.0990 -0.5300 -0.3077
H 1.0420 -0.5397 -2.9351
H 1.2700 -2.5230 -0.7921
H -0.3814 -2.3447 -1.2916
H 0.7999 -2.6857 -2.5128
H -1.1490 -0.1173 -1.9408
H -0.7707 2.4730 -1.6032
H 0.0693 1.7172 -2.9220
H 0.9239 2.0386 -1.4589
H -0.3348 0.9534 0.3813
O 0.6967 0.9525 2.3865
H 0.9082 1.2641 3.2684
H -0.2753 0.9692 2.2782
O -3.7730 0.0969 0.2766
H -3.8277 -0.6793 0.8507
H -2.8652 0.1925 -0.0360
O -0.0425 -2.1144 1.6016
H 0.1207 -1.8271 2.5094
H 0.2057 -1.3266 1.0798
O -2.0038 1.1543 2.5259
H -2.6231 1.8819 2.6570
H -2.6014 0.4745 2.1518
O -2.7779 -1.4925 2.3597
H -1.8433 -1.6921 2.1418
H -3.1499 -2.3316 2.0502
O 0.9309 3.6295 1.1391
H 1.8424 3.3372 1.0369
H 0.4971 2.8561 1.5182
```

## Properties
ΔE to the lowest compared entry with this formula, charge and spin: 1.92 kcal/mol
Gap between HOMO and LUMO: 0.3534 Eh
SMILES string: CN[C@@H](C)[C@H](C)O.O.O.O.O.O.O
Maximum force: 1.648 eV/A
HOMO level: -9.220 eV
Charge: 0